1.
2 unconnected molecules or ions with the total composition C4H3FO5 at a distorted geometry. Source: the Open Molecules 2025 dataset; level of theory: ωB97M-V/def2-TZVPD.

Results
**Gap between HOMO and LUMO**: 7.441 eV
**Charge**: -2
**Multiplicity**: 1
**Energy relative to the best compared isomer or geometry (same formula, charge and spin)**: 178.48 kJ/mol
**Calculated total energy**: -630.21964 Eh
**Molar mass**: 150.061 g mol⁻¹

Last column: natural (NBO) charge in e.
Positions of all 13 atoms, in Å:
C -3.42 -0.62 0.70  0.6719
C -2.31 1.42 -0.39  0.7604
C 0.17 -0.22 -0.11  -0.3128
C -2.17 -0.16 0.03  0.5162
O -3.39 0.14 1.73  -0.7183
O -3.26 1.83 -1.00  -0.7170
O -4.23 -1.49 0.31  -0.7265
O -1.36 2.00 0.06  -0.7709
O -1.08 -0.66 0.53  -0.4764
F -1.50 -0.78 -2.17  -0.8697
H 0.14 -0.22 -1.24  0.2748
H 0.88 -0.73 0.44  0.1429
H 0.18 0.77 0.27  0.2252

2.
A gas-phase ion, C6H14P (charge +1) at a distorted geometry. Source: the Open Molecules 2025 dataset; level of theory: ωB97M-V/def2-TZVPD.

Results
**Gap between HOMO and LUMO**: 8.375 eV
**Charge**: +1
**Multiplicity**: 1
**Energy relative to the best compared isomer or geometry (same formula, charge and spin)**: 288.28 kJ/mol
**Calculated total energy**: -578.02824 Eh
**Molar mass**: 117.152 g mol⁻¹

Last column: natural (NBO) charge in e.
Positions of all 21 atoms, in Å:
C -0.44 -0.86 0.45  -0.7189
C 0.57 -0.35 1.17  0.4874
C 0.57 0.89 1.92  -0.7019
C 1.81 -1.10 1.25  -0.7026
C -1.67 -0.93 -2.05  -0.9655
C -0.12 1.43 -1.45  -0.9875
P 0.00 -0.43 -1.47  0.9335
H -0.49 -1.96 0.47  0.2779
H -1.37 -0.58 0.62  0.2487
H -0.03 1.74 1.50  0.2652
H 1.55 1.15 2.10  0.2453
H 0.05 0.57 2.80  0.2984
H 2.38 -0.79 0.42  0.2836
H 1.58 -2.13 1.26  0.2473
H 2.35 -0.93 2.07  0.2494
H -2.47 -0.94 -1.37  0.2437
H -1.60 -2.03 -2.35  0.2608
H -1.75 -0.38 -3.05  0.2674
H -0.18 1.70 -2.57  0.2786
H 0.81 1.81 -0.97  0.2428
H -0.98 1.89 -0.86  0.2464

3.
2 unconnected molecules or ions with the total composition C11H24N3 at a distorted geometry. Source: the Open Molecules 2025 dataset; level of theory: ωB97M-V/def2-TZVPD.

Results
**Gap between HOMO and LUMO**: 8.582 eV
**Charge**: +1
**Multiplicity**: 1
**Energy relative to the best compared isomer or geometry (same formula, charge and spin)**: 339.46 kJ/mol
**Calculated total energy**: -597.35272 Eh
**Molar mass**: 198.334 g mol⁻¹

Last column: natural (NBO) charge in e.
Positions of all 38 atoms, in Å:
C 3.59 0.10 -0.28  -0.4624
C 2.71 0.96 0.06  0.3916
C -0.81 -1.12 -0.28  0.4496
C 1.63 2.20 -1.70  -0.5839
C 0.58 -1.01 3.25  -0.6492
C -2.87 -1.89 -1.61  -0.5919
C -1.81 0.46 -1.90  -0.5931
C -3.08 -0.19 0.37  -0.6332
C 2.25 2.29 -0.28  -0.5649
C 1.20 0.06 2.34  -0.2324
C -2.15 -0.67 -0.81  -0.0837
N -0.48 -2.31 -0.30  -0.6691
N 0.00 -0.06 0.17  -0.4952
N 1.18 -0.27 0.88  -0.3210
H 3.40 -0.95 0.04  0.2265
H 4.42 0.22 -0.88  0.2670
H 2.38 2.00 -2.30  0.2082
H 1.22 3.11 -2.11  0.2378
H 0.71 1.47 -1.70  0.2240
H 0.21 -0.62 4.19  0.2491
H -0.42 -1.30 2.87  0.2285
H 1.19 -1.88 3.46  0.2305
H -3.40 -2.60 -0.98  0.2261
H -2.20 -2.52 -2.13  0.2320
H -3.47 -1.25 -2.30  0.2131
H -2.64 0.94 -2.30  0.2284
H -1.17 1.18 -1.41  0.1810
H -1.14 0.07 -2.66  0.2203
H -2.96 -0.83 1.19  0.2203
H -4.12 -0.50 0.10  0.2443
H -3.06 0.86 0.64  0.2147
H 3.19 2.95 -0.25  0.2918
H 1.66 2.84 0.50  0.2664
H 2.21 0.30 2.63  0.2325
H 0.44 0.98 2.53  0.2258
H 0.42 -2.64 0.06  0.3367
H -0.45 0.80 0.52  0.3996
H 1.63 -1.16 0.39  0.4343

4.
A molecular structure, C39H53BBrF4MoN7O7Si at a distorted geometry. Source: the Open Molecules 2025 dataset; level of theory: ωB97M-V/def2-TZVPD.

Results
**Gap between HOMO and LUMO (spin up / spin down)**: 7.418 / 7.215 eV
**Charge**: 0
**Multiplicity**: 3
**Energy relative to the best compared isomer or geometry (same formula, charge and spin)**: 75.30 kJ/mol
**Calculated total energy**: -5784.12270 Eh
**Molar mass**: 1022.629 g mol⁻¹

Last column: Mulliken spin population.
Positions of all 114 atoms, in Å:
Mo 10.19 11.90 11.09  1.8564
O 6.29 8.78 13.50  0.0001
C 7.34 7.98 13.51  -0.0064
C 7.09 6.67 14.03  0.0001
C 8.14 5.74 13.91  -0.0006
C 9.37 6.04 13.38  0.0005
C 9.59 7.33 12.98  0.0015
C 8.57 8.27 13.01  0.0010
C 8.82 9.69 12.50  0.0169
O 9.97 9.99 11.93  -0.0091
N 7.87 10.55 12.52  0.0037
N 8.24 11.77 11.96  -0.0605
C 7.38 12.73 12.09  0.0572
C 7.62 14.09 11.59  0.0250
C 7.00 15.15 12.23  0.0077
C 7.13 16.43 11.73  -0.0038
C 7.88 16.62 10.56  0.0127
C 8.57 15.59 9.94  -0.0152
C 8.46 14.31 10.45  0.0099
O 9.28 13.32 10.07  0.0101
H 6.55 9.64 13.02  -0.0003
H 6.09 6.41 14.47  0.0001
H 7.98 4.72 14.27  0.0000
H 10.22 5.38 13.32  0.0000
H 10.52 7.57 12.56  0.0002
H 6.55 12.59 12.71  -0.0051
H 6.31 14.99 13.11  0.0000
H 6.79 17.31 12.34  0.0004
H 8.02 17.65 10.12  0.0010
H 9.16 15.77 9.14  0.0011
O 12.11 11.10 11.43  0.0204
C 12.98 11.39 12.29  0.0046
C 12.81 12.32 13.34  0.0281
C 13.94 12.51 14.19  -0.0083
C 13.87 13.62 14.98  0.0107
C 12.85 14.53 14.97  0.0002
C 11.76 14.31 14.21  0.0125
C 11.70 13.22 13.37  0.0002
O 10.62 13.08 12.60  0.0530
N 14.92 13.95 15.95  -0.0008
O 15.96 13.28 15.97  0.0028
O 14.74 14.91 16.65  0.0008
H 13.95 10.87 12.26  0.0000
H 14.85 11.94 14.10  0.0001
H 13.06 15.42 15.49  -0.0003
H 10.87 14.92 14.19  0.0005
C 8.56 9.84 9.18  0.0282
N 8.31 9.10 7.98  0.0007
C 8.10 9.97 6.84  -0.0021
N 9.28 10.82 6.71  -0.0005
C 9.44 11.58 7.89  0.0288
N 9.75 10.71 9.13  -0.0946
C 10.94 9.79 8.72  0.0198
N 10.64 9.04 7.53  0.0004
C 9.47 8.23 7.69  -0.0014
C 10.43 9.97 6.43  -0.0005
H 8.70 9.12 9.95  -0.0016
H 7.72 10.41 9.45  -0.0032
H 7.22 10.61 7.07  0.0001
H 8.03 9.43 5.90  -0.0002
H 8.56 12.12 8.15  -0.0015
H 10.29 12.25 7.79  0.0003
H 11.08 9.06 9.55  0.0039
H 11.80 10.54 8.62  0.0035
H 9.60 7.58 8.55  -0.0001
H 9.28 7.70 6.72  -0.0002
H 10.43 9.43 5.51  0.0000
H 11.31 10.54 6.38  0.0001
F 12.75 14.42 8.37  -0.0002
B 12.89 13.19 8.95  0.0121
F 11.75 13.02 9.91  -0.0157
F 14.06 13.05 9.73  0.0002
F 12.79 12.08 8.10  -0.0027
C 15.08 17.62 10.80  0.0001
C 13.81 17.47 11.69  0.0002
C 13.32 15.99 11.46  -0.0056
C 14.32 17.59 13.12  0.0001
Si 12.53 18.79 11.31  -0.0004
Br 10.85 18.06 12.65  0.0004
C 11.82 18.83 9.47  -0.0003
C 11.52 17.38 9.06  0.0006
C 10.45 19.50 9.42  0.0001
C 12.84 19.53 8.62  0.0000
C 13.13 20.47 11.95  0.0002
C 12.36 21.69 11.45  0.0000
C 14.62 20.75 11.64  0.0001
C 12.95 20.61 13.55  0.0001
H 15.88 16.83 11.05  -0.0001
H 15.51 18.56 11.01  0.0000
H 14.93 17.44 9.70  0.0000
H 14.24 15.33 11.46  -0.0004
H 12.99 15.89 10.49  0.0005
H 12.56 15.64 12.18  0.0020
H 15.05 16.79 13.39  0.0000
H 13.55 17.60 13.93  0.0001
H 14.84 18.49 13.35  0.0002
H 10.83 16.96 9.73  -0.0001
H 12.38 16.70 8.87  0.0000
H 11.00 17.37 8.13  0.0000
H 9.79 19.26 10.32  -0.0002
H 9.90 19.20 8.54  0.0000
H 10.44 20.59 9.44  0.0000
H 13.76 18.91 8.58  0.0000
H 12.97 20.60 8.78  0.0000
H 12.53 19.54 7.53  0.0000
H 12.48 21.91 10.41  0.0000
H 12.76 22.60 11.94  0.0000
H 11.28 21.62 11.62  0.0000
H 14.79 20.31 10.66  0.0000
H 15.27 20.27 12.41  0.0000
H 14.80 21.87 11.64  0.0000
H 11.89 20.71 13.71  0.0000
H 13.56 21.49 13.85  0.0000
H 13.31 19.69 14.06  -0.0001

5.
2 unconnected molecules or ions with the total composition C3HF3S at a distorted geometry. Source: the Open Molecules 2025 dataset; level of theory: ωB97M-V/def2-TZVPD.

Results
**Gap between HOMO and LUMO (spin up / spin down)**: 7.897 / 7.652 eV
**Charge**: 0
**Multiplicity**: 1
**Energy relative to the best compared isomer or geometry (same formula, charge and spin)**: 754.20 kJ/mol
**Calculated total energy**: -812.37178 Eh
**Molar mass**: 126.102 g mol⁻¹

Last column: natural (NBO) charge in e.
Positions of all 8 atoms, in Å:
C 2.03 -0.86 -0.73  -0.0635
C 2.33 -1.96 -0.68  -0.0046
C -0.92 0.51 -0.18  0.8763
F -0.39 -0.05 -1.20  -0.2898
F -1.73 1.45 -0.58  -0.3126
F -1.68 -0.35 0.51  -0.3299
S 0.34 1.18 0.99  -0.0580
H 0.03 0.08 1.87  0.1822

6.
2 unconnected molecules or ions with the total composition C2H5BrO2P at a distorted geometry. Source: the Open Molecules 2025 dataset; level of theory: ωB97M-V/def2-TZVPD.

Results
**Gap between HOMO and LUMO**: 7.085 eV
**Charge**: -1
**Multiplicity**: 1
**Energy relative to the best compared isomer or geometry (same formula, charge and spin)**: 143.74 kJ/mol
**Calculated total energy**: -3145.17819 Eh
**Molar mass**: 171.938 g mol⁻¹

Last column: natural (NBO) charge in e.
Positions of all 11 atoms, in Å:
C 0.72 1.01 -0.49  -0.6470
C 0.50 -0.11 0.56  -0.7973
O -0.87 -2.48 0.89  -1.0295
O -0.34 -1.75 -1.47  -1.0362
P -0.57 -1.39 -0.07  2.2443
Br -3.13 1.42 0.61  -0.9421
H 1.60 1.70 -0.41  0.2061
H 0.83 0.56 -1.51  0.2269
H -0.27 1.55 -0.42  0.2700
H 0.22 0.21 1.55  0.2695
H 1.31 -0.72 0.76  0.2353

7.
A molecular structure, C2H11Cd2O5 at a distorted geometry. Source: the Open Molecules 2025 dataset; level of theory: ωB97M-V/def2-TZVPD.

Results
**Gap between HOMO and LUMO**: 6.923 eV
**Charge**: +1
**Multiplicity**: 1
**Calculated total energy**: -794.13032 Eh
**Molar mass**: 339.929 g mol⁻¹

Last column: natural (NBO) charge in e.
Positions of all 20 atoms, in Å:
Cd 1.02 -1.96 0.41  1.7795
Cd 2.23 0.14 -1.03  1.7612
C -2.25 0.44 -0.89  -0.6377
C -1.06 0.48 -1.85  -0.0613
O 0.11 -0.19 -1.46  -1.0742
H -3.17 0.94 -1.18  0.2466
H -2.08 0.99 0.03  0.1825
H -2.51 -0.56 -0.54  0.1709
H -0.82 1.52 -2.05  0.1522
H -1.44 0.27 -2.85  0.1613
O 1.64 -0.14 1.07  -1.3514
H 0.90 0.21 1.60  0.4615
O 2.51 -1.92 -0.94  -1.3617
H 3.27 -2.46 -1.26  0.5180
O 2.04 2.30 2.66  -0.9234
H 1.68 1.56 2.18  0.4508
H 1.45 3.03 2.45  0.4683
O -0.83 -1.72 1.21  -0.9995
H -1.66 -2.11 0.96  0.5303
H -1.05 -0.82 1.45  0.5262

8.
2 unconnected molecules or ions with the total composition C3HCl2NO at a distorted geometry. Source: the Open Molecules 2025 dataset; level of theory: ωB97M-V/def2-TZVPD.

Results
**Gap between HOMO and LUMO (spin up / spin down)**: 7.522 / 7.984 eV
**Charge**: 0
**Multiplicity**: 1
**Energy relative to the best compared isomer or geometry (same formula, charge and spin)**: 295.54 kJ/mol
**Calculated total energy**: -1165.14986 Eh
**Molar mass**: 137.953 g mol⁻¹

Last column: natural (NBO) charge in e.
Positions of all 8 atoms, in Å:
C 1.86 0.81 -0.55  0.1483
C -1.90 -0.31 0.09  0.4178
C 0.97 0.07 0.20  -0.2306
N 2.78 1.16 -1.14  -0.2248
O -2.10 -1.47 0.31  -0.4353
Cl -2.82 1.10 0.43  0.0404
Cl 1.35 -1.63 0.33  0.0706
H -0.15 0.27 0.33  0.2137

Please write out number 1 again, unchanged.
2 unconnected molecules or ions with the total composition C4H3FO5 at a distorted geometry. Source: the Open Molecules 2025 dataset; level of theory: ωB97M-V/def2-TZVPD.

Results
**Gap between HOMO and LUMO**: 7.441 eV
**Charge**: -2
**Multiplicity**: 1
**Energy relative to the best compared isomer or geometry (same formula, charge and spin)**: 178.48 kJ/mol
**Calculated total energy**: -630.21964 Eh
**Molar mass**: 150.061 g mol⁻¹

Last column: natural (NBO) charge in e.
Positions of all 13 atoms, in Å:
C -3.42 -0.62 0.70  0.6719
C -2.31 1.42 -0.39  0.7604
C 0.17 -0.22 -0.11  -0.3128
C -2.17 -0.16 0.03  0.5162
O -3.39 0.14 1.73  -0.7183
O -3.26 1.83 -1.00  -0.7170
O -4.23 -1.49 0.31  -0.7265
O -1.36 2.00 0.06  -0.7709
O -1.08 -0.66 0.53  -0.4764
F -1.50 -0.78 -2.17  -0.8697
H 0.14 -0.22 -1.24  0.2748
H 0.88 -0.73 0.44  0.1429
H 0.18 0.77 0.27  0.2252